Below is 10 unconnected molecules or ions with the total composition C53H102N2O14 in a non-equilibrium geometry, with properties calculated with ωB97M-V/def2-TZVPD.

XYZ file:
```
171
Properties=species:S:1:pos:R:3:lowdin_charge:R:1
C 9.2055 -0.4662 0.8919 -0.160
C 8.9220 0.4864 2.2015 -0.256
C 9.5006 2.0251 1.9590 -0.222
C 8.3806 3.0078 1.2207 -0.220
C 7.5222 3.9323 2.2780 -0.212
C 7.3716 5.5171 1.7753 -0.211
C 6.4810 5.6751 0.3978 -0.214
C 5.0320 6.4612 0.6421 -0.210
C 3.8553 5.4351 0.1402 -0.228
C 2.3761 6.1313 -0.0600 -0.213
C 1.1562 5.0428 0.0720 -0.218
C 0.3521 4.7721 -1.3695 -0.149
C 0.6961 3.2164 -1.7816 -0.061
C 2.2584 2.8203 -2.2296 0.010
C 2.7337 1.2949 -2.6459 0.006
C 1.6088 0.0767 -2.6054 -0.065
C 1.9484 -1.4751 -3.0109 -0.235
C 3.5473 -1.8238 -3.1439 -0.148
C 0.0368 0.4430 -2.1672 0.025
C -0.4451 1.9966 -1.7771 0.034
C -2.0329 2.2582 -1.4015 -0.178
O -2.7365 3.3528 -1.6996 -0.035
C -2.7921 0.9873 -0.6231 -0.024
C -3.9748 1.3694 0.4455 -0.143
C -3.6247 1.0529 2.0155 -0.171
C -3.0205 2.4811 2.6423 -0.218
N -1.6242 2.6167 2.0546 -0.089
C -0.6431 3.2332 3.0267 -0.212
C -0.1741 2.2576 4.2577 -0.050
C -0.8705 0.8438 4.7093 -0.014
C -0.3922 -0.0892 5.9903 -0.052
C 0.8964 0.4188 6.8742 -0.060
C 1.6218 1.8367 6.4379 -0.006
C 1.1271 2.7583 5.1755 -0.138
O 1.7994 4.0350 4.8736 -0.089
C -2.3463 -0.4013 -0.9493 -0.009
C -2.9835 -1.7205 -0.2140 -0.135
O -4.4530 -1.7562 -0.1553 -0.168
N -4.7474 -2.8545 0.6040 -0.023
O -4.7530 -2.5701 1.7936 0.045
C -1.1597 -0.6976 -2.0902 -0.163
O -1.2545 -1.7751 -2.8799 -0.049
H 8.3605 -1.3014 0.8448 0.081
H 9.1503 0.1996 -0.0705 0.072
H 10.2366 -1.0603 0.9703 0.067
H 7.7606 0.5719 2.3261 0.101
H 9.4232 -0.0288 3.1348 0.106
H 9.9021 2.4712 2.9780 0.103
H 10.4390 1.9231 1.2419 0.106
H 8.9503 3.7001 0.4658 0.107
H 7.6879 2.2946 0.6023 0.104
H 8.0809 3.8603 3.3181 0.107
H 6.4420 3.4942 2.3856 0.104
H 6.9139 6.1691 2.6597 0.110
H 8.4702 5.8765 1.5063 0.108
H 6.2183 4.5674 0.0390 0.102
H 7.0968 6.1889 -0.4624 0.110
H 4.9654 6.7692 1.7784 0.108
H 5.0582 7.4890 0.0390 0.118
H 3.7971 4.5645 0.9516 0.125
H 4.1963 5.0022 -0.8987 0.094
H 2.2529 6.9137 0.8060 0.109
H 2.2822 6.7481 -1.0719 0.117
H 0.4138 5.4762 0.8987 0.110
H 1.6111 4.0447 0.5060 0.097
H -0.7755 4.9814 -1.1374 0.103
H 0.7688 5.5755 -2.1211 0.115
H 3.0771 3.6561 -2.2701 0.078
H 3.8592 1.0842 -2.9744 0.093
H 1.4384 -1.6973 -4.0624 0.128
H 1.4065 -2.1688 -2.2375 0.114
H 4.0427 -2.1279 -2.1024 0.092
H 3.6126 -2.8166 -3.8034 0.087
H 4.1670 -0.9768 -3.6731 0.065
H -4.9748 0.8017 0.1292 0.127
H -4.1866 2.5312 0.3412 0.113
H -4.6557 0.7631 2.5431 0.123
H -2.8885 0.1581 2.1779 0.095
H -3.0429 2.4319 3.8142 0.116
H -3.7133 3.3966 2.3149 0.115
H -1.7565 3.2459 1.2106 0.104
H -1.0048 4.3006 3.4176 0.143
H 0.3423 3.4687 2.3953 0.102
H -1.8033 0.4346 4.0971 0.066
H -0.9482 -1.0850 6.2812 0.076
H 1.2488 -0.2475 7.7891 0.090
H 2.5248 2.1935 7.1167 0.073
H 2.0842 3.9849 3.9119 0.114
H -2.6575 -2.6712 -0.8583 0.139
H -2.4423 -1.8406 0.8196 0.138
C -5.7571 -2.1664 -3.1175 -0.091
C -5.6821 -2.3562 -4.6184 -0.321
O -4.6018 -1.6029 -5.1492 -0.086
H -5.8919 -1.1085 -2.8698 0.081
H -6.5878 -2.7373 -2.6933 0.079
H -4.8266 -2.4893 -2.6392 0.057
H -6.6050 -2.0120 -5.0944 0.116
H -5.5343 -3.4100 -4.8738 0.093
H -3.7862 -1.9220 -4.7263 0.079
C 12.2651 -4.4155 1.3350 -0.096
C 11.8664 -3.2917 2.2690 -0.321
O 10.5089 -2.9376 2.0500 -0.120
H 12.1290 -4.1146 0.2911 0.078
H 13.3107 -4.6974 1.4880 0.074
H 11.6350 -5.2961 1.4973 0.072
H 12.4837 -2.4067 2.0885 0.114
H 11.9875 -3.5893 3.3151 0.108
H 9.9686 -3.7279 2.2211 0.097
C -7.1552 5.3294 0.8457 -0.095
C -6.3932 5.9028 2.0226 -0.325
O -5.0138 5.5857 1.9082 -0.106
H -7.0319 4.2425 0.8004 0.074
H -8.2213 5.5613 0.9212 0.075
H -6.7724 5.7330 -0.0973 0.074
H -6.7640 5.4805 2.9612 0.114
H -6.5009 6.9909 2.0674 0.108
H -4.6922 5.9723 1.0757 0.090
C -4.6427 -6.2644 -7.4499 -0.091
C -5.7501 -6.5230 -6.4493 -0.338
O -5.1957 -6.7740 -5.1664 -0.093
H -3.9660 -7.1232 -7.5052 0.083
H -5.0534 -6.0735 -8.4454 0.059
H -4.0395 -5.4027 -7.1461 0.074
H -6.3367 -7.3978 -6.7450 0.112
H -6.4238 -5.6635 -6.3787 0.099
H -4.6838 -5.9880 -4.9094 0.080
C 5.0725 3.8054 6.8389 -0.084
C 4.8868 5.2993 7.0071 -0.321
O 4.1978 5.8317 5.8855 -0.095
H 5.6364 3.5883 5.9259 0.076
H 5.6063 3.3802 7.6935 0.077
H 4.1044 3.3032 6.7423 0.030
H 5.8568 5.7997 7.0811 0.111
H 4.3126 5.5241 7.9111 0.108
H 3.3345 5.3868 5.8335 0.053
C -2.8949 -5.4636 1.8438 -0.101
C -1.6733 -5.8595 1.0403 -0.329
O -0.6781 -6.3924 1.9016 -0.089
H -2.6315 -4.7201 2.6031 0.078
H -3.6701 -5.0466 1.1948 0.047
H -3.3066 -6.3284 2.3742 0.076
H -1.2522 -4.9885 0.5296 0.107
H -1.9259 -6.6123 0.2874 0.110
H -1.0592 -7.1702 2.3439 0.088
C -5.2949 -0.5886 7.2250 -0.092
C -4.0733 -0.9845 6.4216 -0.328
O -3.0781 -1.5174 7.2829 -0.107
H -5.0315 0.1549 7.9843 0.080
H -6.0701 -0.1716 6.5761 0.074
H -5.7066 -1.4534 7.7555 0.073
H -3.6522 -0.1135 5.9109 0.099
H -4.3259 -1.7373 5.6686 0.109
H -3.4592 -2.2952 7.7252 0.092
C -9.5964 -8.4953 -4.9579 -0.095
C -10.0059 -7.1883 -5.6048 -0.329
O -9.3117 -6.1084 -4.9981 -0.091
H -9.8127 -8.4777 -3.8847 0.078
H -10.1262 -9.3377 -5.4114 0.073
H -8.5188 -8.6585 -5.0628 0.069
H -11.0792 -7.0184 -5.4785 0.112
H -9.7809 -7.1931 -6.6757 0.106
H -8.3600 -6.2645 -5.1231 0.064
C -3.6006 -3.9869 -12.2302 -0.097
C -4.7080 -4.2455 -11.2296 -0.323
O -4.1536 -4.4965 -9.9467 -0.104
H -2.9239 -4.8458 -12.2855 0.078
H -4.0113 -3.7960 -13.2257 0.074
H -2.9974 -3.1252 -11.9264 0.073
H -5.2946 -5.1203 -11.5253 0.115
H -5.3817 -3.3860 -11.1590 0.109
H -3.6417 -3.7105 -9.6897 0.096
```

- DFT total energy: -88226.5724 eV
- Orbital gap: 6.50 eV
- 2S+1: 1
- SMILES: CCCCCCCCCCCCc1ccc(CC)c2c1C(=O)C(CCCNCc1ccccc1O)=C(CON=O)C2=O.CCO.CCO.CCO.CCO.CCO.CCO.CCO.CCO.CCO
- Total charge: 0